No. 1
71
Properties=species:S:1:pos:R:3 method="wB97M-V/def2-TZVPD" e_tot_ev=-103567.863 e_lumo_ev=-8.830 charge=+3 mol_weight_g_mol=474.5 homo_energy_ha=-0.514
C -2.145 4.785 2.204
N -1.027 4.246 3.033
C -0.904 4.608 4.296
C 0.044 3.945 5.101
C 0.886 2.914 4.628
C 0.792 2.696 3.207
C -0.208 3.348 2.458
C 1.796 2.190 5.489
C 1.477 1.878 6.830
C 2.417 1.374 7.677
N 3.622 1.017 7.259
C 3.981 1.251 6.002
C 3.069 1.757 5.070
C 4.536 0.390 8.211
H -2.124 4.249 1.255
H -2.087 5.847 1.969
H -3.086 4.473 2.656
H -1.617 5.328 4.669
H 0.016 4.139 6.163
H 1.400 1.882 2.842
H -0.349 3.119 1.412
H 0.470 2.028 7.190
H 2.244 1.205 8.729
H 4.997 1.021 5.718
H 3.419 1.838 4.052
H 5.507 0.245 7.737
H 4.059 -0.544 8.510
H 4.556 1.066 9.066
C -1.778 -5.654 -0.929
N -2.127 -4.196 -0.587
C -3.537 -4.197 -0.032
C -1.208 -3.708 0.481
C -1.931 -3.361 -1.846
C -2.276 -1.854 -1.786
O -1.322 -1.155 -1.129
H -2.176 -6.099 -1.841
H -2.100 -6.225 -0.058
H -0.691 -5.575 -0.959
H -3.839 -3.167 0.155
H -3.702 -4.738 0.899
H -4.237 -4.495 -0.813
H -1.639 -2.747 0.762
H -0.148 -3.607 0.246
H -1.228 -4.388 1.333
H -2.540 -3.802 -2.635
H -0.888 -3.464 -2.146
H -3.259 -1.807 -1.317
H -2.530 -1.485 -2.780
H -1.557 -0.227 -1.197
C -0.256 1.129 -7.001
N 0.600 -0.127 -6.614
C 0.150 -1.265 -7.639
C 2.112 0.170 -6.703
C 0.234 -0.618 -5.184
C 0.473 0.363 -3.986
O -0.253 1.550 -4.063
H -1.315 0.874 -7.037
H 0.016 1.480 -7.996
H 0.046 1.954 -6.355
H 0.710 -2.172 -7.414
H 0.508 -0.835 -8.574
H -0.926 -1.363 -7.499
H 2.645 -0.745 -6.445
H 2.469 0.843 -5.923
H 2.407 0.446 -7.715
H 0.852 -1.515 -5.150
H -0.804 -0.938 -5.096
H 1.488 0.619 -3.682
H 0.031 -0.064 -3.086
H -0.597 1.779 -3.196
Br -1.618 2.090 -0.897

No. 2
79
Properties=species:S:1:pos:R:3 method="wB97M-V/def2-TZVPD" e_tot_ev=-98891.593 multiplicity=3 e_lumo_ev="-2.982 / -2.198" charge=+1 mol_weight_g_mol=619.6 homo_energy_ha="-0.400 / -0.402" e_above_lowest_kj_mol=78.7
V 0.182 -0.148 -0.267
C 1.039 1.840 -1.010
C -0.343 1.775 -1.339
C -1.062 1.753 -0.076
C -0.065 1.821 0.942
C 1.223 1.937 0.389
C 2.454 2.472 1.123
C 3.644 1.520 1.232
C 2.055 2.901 2.537
C 2.906 3.718 0.344
C -2.559 1.778 0.301
C -2.709 2.250 1.756
C -3.351 2.776 -0.551
C -3.217 0.391 0.221
C -0.786 1.935 -2.798
C -1.097 3.426 -3.029
C 0.369 1.595 -3.755
C -1.980 1.056 -3.207
H 1.836 1.875 -1.734
H -0.268 1.843 1.997
H 3.400 0.651 1.841
H 4.474 2.049 1.704
H 3.975 1.172 0.254
H 1.747 2.043 3.138
H 1.241 3.627 2.521
H 2.911 3.364 3.030
H 3.277 3.454 -0.647
H 3.715 4.213 0.883
H 2.086 4.428 0.228
H -2.229 3.217 1.915
H -2.298 1.531 2.468
H -3.769 2.357 1.984
H -2.929 3.779 -0.466
H -4.377 2.813 -0.183
H -3.391 2.502 -1.601
H -2.767 -0.295 0.937
H -3.140 -0.068 -0.765
H -4.278 0.483 0.462
H -0.245 4.039 -2.731
H -1.966 3.764 -2.474
H -1.284 3.596 -4.091
H 1.182 2.319 -3.694
H -0.010 1.626 -4.778
H 0.768 0.599 -3.564
H -2.582 1.565 -3.960
H -2.629 0.802 -2.377
H -1.636 0.119 -3.643
C -0.883 -5.138 -1.532
C -0.198 -3.837 -1.131
O 1.206 -4.010 -1.029
P -0.467 -2.494 -2.332
O -2.017 -2.220 -2.439
O 0.021 -3.087 -3.714
O 0.222 -1.211 -2.017
P -0.819 -3.209 0.532
O -2.365 -3.635 0.469
O -0.100 -3.834 1.654
O -0.867 -1.670 0.466
H -0.473 -5.503 -2.476
H -1.961 -5.024 -1.634
H -0.695 -5.885 -0.760
H 1.494 -4.595 -1.741
H -2.592 -2.973 -2.627
H 0.442 -2.452 -4.309
H -2.549 -4.354 1.088
C 1.480 -2.981 4.947
C 2.070 -2.839 3.599
N 2.984 -3.597 3.081
N 3.149 -3.108 1.819
C 2.370 -2.062 1.548
S 2.345 -1.237 0.067
N 1.693 -1.865 2.696
N 0.710 -0.891 2.853
H 1.924 -3.849 5.425
H 0.402 -3.127 4.871
H 1.677 -2.107 5.570
H 3.767 -3.564 1.171
H -0.183 -1.306 2.595
H 0.694 -0.601 3.823

No. 3
82
Properties=species:S:1:pos:R:3 method="wB97M-V/def2-TZVPD" e_tot_ev=-86707.397 e_lumo_ev=0.305 mol_weight_g_mol=642.8 homo_energy_ha=-0.321 e_above_lowest_kj_mol=483.5
C 3.882 -7.758 -5.769
C 2.396 -8.026 -6.266
C 1.646 -9.125 -5.423
O 0.397 -8.513 -5.018
C 0.400 -7.266 -5.438
O -0.541 -6.516 -5.376
O 1.588 -6.929 -6.023
H 4.434 -7.396 -6.636
H 4.497 -8.622 -5.517
H 3.957 -6.963 -5.027
H 2.379 -8.108 -7.353
H 2.257 -9.530 -4.617
H 1.532 -9.972 -6.099
C -1.983 3.474 7.483
C -0.538 3.358 6.973
C -0.290 2.844 5.536
O 0.648 3.721 5.095
C 0.595 4.874 5.781
O 1.048 5.946 5.377
O 0.003 4.650 6.970
H -2.206 3.949 8.439
H -2.307 2.469 7.751
H -2.570 3.992 6.725
H -0.046 2.822 7.784
H -1.138 2.982 4.865
H -0.009 1.805 5.366
C 3.009 8.647 -1.226
C 4.184 7.735 -1.527
C 5.109 7.573 -0.298
O 5.199 6.225 0.012
C 4.480 5.640 -0.957
O 4.433 4.426 -1.034
O 3.713 6.479 -1.664
H 2.718 8.629 -0.176
H 2.156 8.307 -1.814
H 3.054 9.665 -1.613
H 4.646 8.098 -2.446
H 4.967 8.315 0.488
H 6.080 7.886 -0.682
C 1.620 -2.284 0.426
C 1.134 -2.017 -1.023
C 0.479 -0.625 -1.190
O 0.779 -0.305 -2.542
C 1.867 -1.115 -3.013
O 2.424 -1.084 -4.120
O 2.132 -2.094 -2.069
H 2.170 -1.438 0.836
H 2.234 -3.156 0.649
H 0.867 -2.414 1.204
H 0.439 -2.797 -1.332
H 0.928 0.116 -0.529
H -0.610 -0.600 -1.186
C -9.300 -1.598 -0.654
S -8.340 -1.797 0.902
O -7.297 -0.670 0.991
C -9.783 -1.428 1.996
H -9.905 -0.692 -0.667
H -10.018 -2.415 -0.728
H -8.652 -1.771 -1.513
H -10.597 -2.105 1.736
H -10.236 -0.438 1.939
H -9.611 -1.667 3.046
C -2.003 -5.945 9.715
S -3.470 -6.693 8.900
O -4.728 -6.791 9.723
C -3.631 -5.363 7.616
H -1.798 -6.449 10.660
H -2.285 -4.897 9.817
H -1.089 -5.844 9.131
H -4.520 -5.702 7.084
H -2.836 -5.431 6.874
H -3.932 -4.414 8.059
C 4.605 4.570 -7.364
S 3.299 4.706 -8.625
O 3.910 5.653 -9.632
C 1.978 5.702 -7.743
H 4.867 5.547 -6.958
H 5.572 4.376 -7.829
H 4.472 3.954 -6.474
H 1.238 5.875 -8.524
H 2.377 6.606 -7.282
H 1.471 5.145 -6.956

No. 4
73
Properties=species:S:1:pos:R:3 method="wB97M-V/def2-TZVPD" e_tot_ev=-41919.133 e_lumo_ev=0.124 mol_weight_g_mol=450.6 homo_energy_ha=-0.315 smiles="C=CC(=O)OCO.CC(C)=O.CC(C)=O.CC(C)=O.CC(C)=O.CC(C)=O.CC(C)=O" e_above_lowest_kj_mol=327.5
C -1.794 -7.008 3.144
C -0.840 -6.058 3.391
C -0.098 -5.475 2.251
O 0.572 -6.081 1.462
O -0.296 -4.123 2.160
C -1.333 -3.745 1.279
O -0.925 -3.824 -0.060
H -1.513 -7.919 2.619
H -2.821 -6.808 3.422
H -0.592 -5.762 4.408
H -1.564 -2.706 1.514
H -2.233 -4.345 1.442
H -1.535 -4.393 -0.537
C 0.809 0.004 -2.919
C 1.291 -1.403 -3.166
C 1.480 -2.273 -1.949
O 1.514 -1.812 -4.284
H 0.714 0.527 -3.869
H -0.160 -0.008 -2.421
H 1.519 0.539 -2.286
H 0.534 -2.383 -1.419
H 2.218 -1.826 -1.281
H 1.827 -3.256 -2.256
C -1.129 3.806 -2.804
C -0.378 3.303 -1.597
C 0.674 4.199 -0.999
O -0.614 2.209 -1.127
H -1.847 3.053 -3.123
H -1.653 4.728 -2.556
H -0.433 4.008 -3.619
H 0.228 5.132 -0.666
H 1.447 4.414 -1.741
H 1.120 3.695 -0.147
C -1.243 8.503 -0.265
C -0.722 8.041 -1.604
C -0.291 9.112 -2.575
O -0.653 6.867 -1.885
H -1.517 7.639 0.336
H -0.475 9.074 0.258
H -2.121 9.136 -0.403
H 0.514 9.707 -2.142
H -1.132 9.769 -2.805
H 0.061 8.649 -3.493
C 5.051 -1.061 -7.650
C 4.101 0.096 -7.436
C 2.825 -0.210 -6.695
O 4.361 1.205 -7.840
H 5.928 -0.715 -8.191
H 5.361 -1.473 -6.689
H 4.560 -1.846 -8.227
H 3.044 -0.588 -5.699
H 2.247 -0.962 -7.233
H 2.233 0.698 -6.608
C -4.765 -8.155 6.510
C -3.936 -6.902 6.369
C -3.240 -6.401 7.610
O -3.832 -6.328 5.311
H -5.209 -8.408 5.551
H -4.138 -8.983 6.843
H -5.560 -7.998 7.241
H -2.553 -7.161 7.987
H -3.974 -6.174 8.385
H -2.681 -5.500 7.373
C 0.685 2.202 3.047
C 1.426 3.517 3.007
C 1.994 4.024 4.311
O 1.557 4.131 1.975
H 0.330 1.955 2.048
H 1.347 1.409 3.398
H -0.169 2.275 3.722
H 2.708 3.304 4.713
H 1.192 4.169 5.037
H 2.499 4.972 4.143